This record from OMol25 describes a cluster of 2 separate species, C4H11N2O2 in total at a distorted geometry. The level of theory is ωB97M-V/def2-TZVPD.

Results
- Total charge: -1
- E: -11402.977 eV

XYZ file:
```
19
C4H11N2O2 ωB97M-V/def2-TZVPD
O -0.0434 1.9397 0.7487
C 0.6191 1.1739 1.4805
O 1.0350 -0.0156 1.2100
C 0.8449 1.6400 2.9517
H 1.5574 2.4741 2.9773
H -0.0832 2.0279 3.3137
H 1.2015 0.7595 3.5327
C 0.8755 -0.2464 -1.7210
N -0.5525 0.1013 -1.4698
C -1.3280 -0.9683 -0.8127
N -1.5431 -2.2057 -1.5554
H 1.4859 0.6227 -1.5685
H 1.2481 -0.9490 -0.9881
H 1.0459 -0.6675 -2.7016
H -0.5268 0.8984 -0.7690
H -2.3517 -0.5804 -0.5838
H -0.8290 -1.2736 0.1213
H -2.0127 -2.0443 -2.4494
H -0.6427 -2.6867 -1.7167
```